Entry from the OMol25 dataset: C36H32N5O2P2Ta as an isolated structure (wB97M-V/def2-TZVPD).

Each line ends with the Mulliken charge.
Atoms and positions in Å:
1 C 16.5507 8.8163 11.6777  -1.15
2 C 15.8545 10.0830 7.8253  0.14
3 H 22.0842 6.8716 8.8849  0.57
4 H 19.1454 8.0727 11.7512  0.46
5 C 16.1577 5.5509 12.6877  0.79
6 H 15.3282 9.2075 7.4955  0.47
7 C 12.9661 7.8126 7.8958  0.77
8 C 17.0106 11.4508 9.4253  -0.59
9 C 15.2307 8.2447 12.0444  -1.29
10 P 15.2594 6.4568 11.4108  1.33
11 H 10.3537 7.1745 11.1892  0.51
12 H 16.2521 0.2525 9.9813  0.46
13 Ta 15.8772 6.2508 8.9491  1.67
14 H 14.0003 1.3215 9.2996  0.54
15 C 18.5851 1.4332 9.9385  0.12
16 H 15.0230 8.3017 13.0590  0.91
17 H 9.8372 4.7981 10.8505  0.38
18 C 11.8936 4.1779 11.3289  -0.80
19 C 12.6747 9.0479 8.5636  0.11
20 C 11.1531 6.4769 11.1571  -0.80
21 H 17.3801 8.3321 12.2410  0.21
22 C 15.9304 12.3957 7.4783  -0.53
23 C 15.5311 11.1690 7.0865  -0.84
24 H 17.6347 4.8689 11.2629  0.29
25 C 16.6696 12.6080 8.6561  -0.83
26 C 11.8376 7.0250 7.4127  -0.12
27 C 17.7534 6.5607 7.9616  -1.30
28 H 16.5934 9.9180 11.7548  0.67
29 H 14.8030 11.0380 6.2919  0.42
30 C 17.3703 4.9845 12.3279  0.17
31 C 16.6372 10.1798 8.9425  0.35
32 C 17.8083 4.5154 14.6793  -0.77
33 H 18.4865 8.6170 7.6927  0.51
34 H 11.5949 3.1650 11.2564  0.48
35 H 14.6752 5.8413 14.2764  0.37
36 H 18.3638 5.6613 7.7422  0.80
37 N 11.0033 6.2994 7.1211  -0.39
38 C 20.6007 7.4372 10.4150  -0.50
39 H 17.6489 11.5125 10.2617  0.50
40 H 17.1329 6.6976 7.0197  0.51
41 N 15.9005 4.0533 9.2343  -0.05
42 H 17.0397 13.5056 9.0772  0.49
43 N 19.4609 1.3253 8.8710  -0.36
44 H 14.3837 8.8163 11.5504  0.37
45 P 16.6748 8.5686 9.8968  0.98
46 C 15.7330 5.5969 14.0478  -0.57
47 C 10.8842 5.1137 11.0816  -0.53
48 O 18.7350 1.0051 11.0328  -0.51
49 C 17.2689 2.1192 9.6387  0.17
50 H 18.3242 3.9663 15.4616  0.37
51 C 13.5066 5.9814 11.3841  0.68
52 C 14.9114 1.8468 9.3107  -1.09
53 C 18.4025 8.1163 9.6667  0.27
54 C 12.4701 6.9316 11.2542  -0.89
55 H 17.9595 4.1044 9.2816  0.62
56 H 12.6120 8.0134 11.2403  0.42
57 H 19.0047 3.8755 13.1053  0.57
58 H 15.4583 13.2215 7.0020  0.39
59 O 14.2396 5.8596 7.8065  -0.87
60 C 18.1495 4.4156 13.3276  -1.15
61 N 12.7615 9.9166 9.3299  -0.51
62 C 16.5696 5.0694 15.0549  -0.60
63 N 14.0940 7.1657 8.2605  0.47
64 H 19.2322 1.5325 7.9143  0.21
65 C 13.2023 4.6067 11.5054  -1.17
66 C 19.2859 7.8328 10.7098  -1.15
67 C 21.1115 7.1963 9.1138  -0.81
68 H 21.3303 7.3603 11.2520  0.46
69 C 18.7989 7.7759 8.2389  0.50
70 H 20.4268 0.9458 8.9541  0.27
71 C 17.1104 3.4414 9.3612  -0.46
72 C 20.2460 7.4157 8.0443  -0.74
73 C 16.1121 1.3319 9.7266  -0.39
74 H 14.0059 3.6974 8.8380  0.72
75 C 14.8857 3.2063 9.0906  -0.40
76 H 16.2299 4.9879 16.0789  0.44
77 H 13.9621 3.9155 11.6967  0.79
78 H 20.6336 7.2977 7.0235  0.46

As for the total charge: +2. Its LUMO energy (spin up / spin down) is -7.768 / -8.158 eV. The gap between HOMO and LUMO (spin up / spin down) comes out at 4.7 / 3.8 eV. Its HOMO energy (spin up / spin down) is -12.45 / -11.99 eV.

---

Entry from the OMol25 dataset: C36H33As2CrN3O4S2 as an isolated structure (wB97M-V/def2-TZVPD).

Each line ends with the Mulliken spin population.
Atoms and positions in Å:
1 C -3.4481 -2.7444 1.5729  0.00
2 H -4.5717 -1.8902 0.1788  0.00
3 H -6.2555 5.5190 -1.7041  0.00
4 O 0.9802 -0.2380 -1.9097  -0.05
5 C 0.9305 -2.3203 1.2704  0.01
6 H 1.0904 4.6844 -5.7449  0.00
7 H -2.5049 1.4283 0.1893  0.00
8 H -4.4691 0.8050 -3.7309  0.00
9 As 1.0462 2.6971 -0.3086  -0.04
10 C -5.5525 3.5733 -1.1311  0.00
11 H 5.0661 4.9812 1.5953  0.00
12 C -3.4474 2.8783 -2.0860  0.00
13 C 0.4299 -3.7679 -1.0215  0.00
14 C -5.3894 -3.8303 0.4869  0.00
15 H -6.4032 3.3687 -0.4930  0.00
16 H 1.4036 7.1482 2.0595  0.00
17 C -0.8416 2.8024 0.1774  -0.02
18 C 1.0831 4.3131 -4.7280  0.00
19 C 1.7722 3.1547 -4.4089  0.00
20 N 0.9965 -1.7805 0.0664  -0.04
21 C -3.1300 -2.4207 -2.1008  0.00
22 O 1.1665 -1.6275 3.5315  0.01
23 Cr 1.4160 0.1638 -0.0262  2.52
24 C 1.0497 3.3483 -2.1266  0.01
25 H -0.1541 5.9086 -3.9932  0.00
26 H -0.8576 2.8060 1.2704  -0.01
27 C 0.6318 -3.6658 1.3945  0.00
28 H -5.9872 -4.0933 1.3636  0.00
29 H -4.6197 1.6865 -0.7361  0.00
30 H 2.2686 1.7451 -2.8697  0.01
31 H -1.6526 -1.1874 -1.1858  0.00
32 O 1.2767 -0.0762 1.9031  -0.02
33 C 0.8073 -1.4844 -2.2651  0.00
34 C 0.7446 -2.4227 -1.0633  0.01
35 H -2.5380 -3.8449 2.9812  0.00
36 H -2.5330 4.2842 -3.4212  0.00
37 H -1.3198 3.7240 -0.1582  0.00
38 C -2.5043 -1.2071 -1.8519  0.00
39 C 1.7624 2.6721 -3.1060  0.00
40 C -4.3835 5.0391 -2.6326  0.00
41 C 3.9964 5.0578 1.4505  0.00
42 C -4.5472 2.6297 -1.2672  0.00
43 H 3.8421 3.1381 0.5054  0.00
44 H -4.3177 5.9765 -3.1708  0.00
45 C 1.9338 4.1176 0.6454  0.02
46 H -2.7397 -3.3228 -1.6434  0.00
47 H 0.2243 -4.3009 -1.9391  0.00
48 H -0.1858 5.0587 -1.6848  0.00
49 S 4.7514 -0.2321 -0.4780  -0.06
50 C -4.2427 -2.4739 -2.9271  0.00
51 H 0.5839 -4.1146 2.3763  0.00
52 C -1.5620 1.5561 -0.3456  0.04
53 C 3.3080 4.0227 0.8337  0.01
54 H 0.1470 -5.4373 0.2930  0.00
55 C 1.1466 -1.2907 2.3720  -0.01
56 H 0.1767 5.3214 0.9615  0.00
57 C 1.2500 5.2444 1.0901  0.00
58 H -4.8309 -4.7109 0.1571  0.00
59 N -4.5103 -2.7138 0.7542  0.00
60 C -2.9724 -0.0325 -2.4314  0.00
61 C -5.4700 4.7819 -1.8123  0.00
62 C 3.2447 0.0048 -0.2449  -0.36
63 As -1.9520 1.6278 -2.2892  0.00
64 C -4.7250 -1.3056 -3.5038  0.00
65 C -3.3781 4.0881 -2.7702  0.00
66 H -4.7257 -3.4218 -3.1319  0.00
67 H -6.0721 -3.5481 -0.3100  0.00
68 C 0.3660 4.5197 -2.4465  0.00
69 H 3.8503 6.9888 2.3702  0.00
70 H 2.3111 2.6136 -5.1756  0.00
71 C -4.0881 -0.0966 -3.2646  0.00
72 C 1.9393 6.2746 1.7115  0.00
73 S -2.4080 -1.4473 1.7065  0.00
74 C 0.3813 5.0005 -3.7448  0.00
75 O 0.6815 -1.9092 -3.3892  0.01
76 H -1.0025 0.6394 -0.1240  -0.02
77 H -5.5910 -1.3380 -4.1532  0.00
78 C 3.3128 6.1832 1.8870  0.00
79 C 0.3879 -4.3836 0.2283  0.00
80 N -3.2409 -3.8909 2.2638  0.00
81 H -3.9616 -4.5865 2.3536  0.00

Its relative energy (zero: lowest compared OMol25 entry of this formula, charge and spin) is 12.3 kcal per mole. Its spin multiplicity is 3. Its LUMO energy (spin up / spin down) is -0.158 / -0.585 eV. The gap between HOMO and LUMO (spin up / spin down) comes out at 8.0 / 6.6 eV. Its HOMO energy (spin up / spin down) is -8.13 / -7.16 eV.

---

Entry from the OMol25 dataset: C36H33BCaF2I2N2O2 as an isolated structure (wB97M-V/def2-TZVPD).

Each line ends with the Mulliken charge.
Atoms and positions in Å:
1 H -0.0890 -1.3429 2.4397  0.37
2 H 4.3631 3.2812 0.7393  0.44
3 C -1.4403 0.9456 -2.2795  3.19
4 H -2.9360 -0.0321 -1.0724  0.53
5 H -1.5057 3.8825 2.3752  0.39
6 H -0.0674 2.1607 3.4622  0.50
7 Ca 0.0644 -1.4569 -0.5417  1.90
8 H 2.3394 -5.0370 2.4186  0.44
9 I -3.8861 -2.9514 -2.9510  0.05
10 C 2.7097 -4.0667 2.7245  -0.93
11 H -2.3921 -3.5573 4.0005  -0.18
12 H 3.2684 3.0202 4.8690  0.37
13 C -4.0818 0.6697 -5.0927  -0.93
14 C -1.3956 2.8972 1.9369  -1.09
15 C -1.8654 1.3106 0.2108  -0.14
16 C 0.6498 4.7082 -1.7043  -0.59
17 H -5.1543 0.5531 -5.2024  0.38
18 H 3.1532 1.1329 0.3134  0.46
19 C -1.8923 0.8271 -6.0482  -0.81
20 H 1.2666 -3.0809 1.5505  0.25
21 H -2.6649 3.3007 0.2467  0.40
22 B -2.8217 -4.0180 2.9585  0.42
23 C 3.6247 -1.5683 3.4487  -0.23
24 C -1.2313 3.4858 -2.5706  -0.44
25 C 3.8709 2.7599 1.5531  -0.77
26 H -4.1836 0.7279 -2.9592  0.45
27 C -3.2694 0.7008 -6.2125  -0.34
28 C 4.2486 -2.7087 3.9479  -0.93
29 C -2.7114 -4.2480 -1.7428  0.05
30 C 2.6008 1.4203 3.6069  0.12
31 H 1.8668 -3.1148 -2.7012  0.02
32 H 4.4048 4.2330 3.0280  0.38
33 C -1.3484 0.9248 -4.7808  -0.24
34 H -2.6301 -5.2171 2.8953  -0.18
35 H -3.0841 -4.1792 -0.7313  0.21
36 C -3.5274 0.7748 -3.8185  -0.08
37 H -1.6900 -3.8968 -1.8285  -0.32
38 C -2.4922 0.9659 -1.1103  -1.67
39 C 1.8214 -0.4298 1.9578  3.27
40 H 1.0154 1.3731 -1.2002  0.09
41 H -0.2757 0.9908 -4.6449  0.41
42 H -2.1942 3.4781 -3.0715  0.40
43 F 0.1282 -4.0248 -2.9601  -0.35
44 H -4.0013 -3.7507 2.8161  -0.18
45 H 5.0995 -2.6039 4.6123  0.38
46 C 2.5377 -1.6544 2.5847  -0.01
47 I -2.7671 -6.2783 -2.3355  0.01
48 C -2.0293 -3.3300 1.7697  -0.31
49 C -0.6663 2.2791 -2.1626  -0.22
50 C -2.0457 2.5772 0.7607  -0.56
51 C 2.0957 -2.9294 2.2288  -0.51
52 F 1.6172 -4.5730 -1.3883  -0.34
53 C 1.0498 -3.4242 -2.0233  -0.24
54 C 3.8966 3.2956 2.8334  -0.46
55 C -2.1566 0.9095 -3.6435  -0.64
56 C -0.5817 4.6915 -2.3476  -0.82
57 H 4.0159 -0.5996 3.7287  0.40
58 C 2.5630 0.8752 2.3242  -0.56
59 C -0.5982 1.9444 2.5449  -0.33
60 O 1.7520 -0.5660 0.6053  -1.20
61 H -1.2424 0.8357 -6.9158  0.36
62 C 3.2581 2.6165 3.8626  -1.03
63 C -0.4730 0.6901 1.9556  0.53
64 O -0.6396 -0.1453 -2.1965  -1.17
65 H -1.0379 5.6199 -2.6740  0.36
66 H 2.1738 3.5090 -0.7814  0.26
67 H 2.1177 0.9029 4.4280  0.46
68 H 1.1568 5.6480 -1.5174  0.39
69 N -1.4680 -2.8199 0.8961  -0.68
70 C 1.2226 3.5099 -1.3007  -0.26
71 C 3.2090 1.5647 1.3045  -0.42
72 C 0.3822 -0.3699 2.5840  -2.11
73 N -1.1003 0.3918 0.8080  0.32
74 H 4.2740 -4.8575 3.9735  0.35
75 C 0.5735 2.3039 -1.5349  -0.32
76 H -3.2798 1.6980 -1.3076  0.59
77 C 3.7920 -3.9654 3.5910  -0.44
78 H -3.6979 0.6136 -7.2041  0.38
79 H 0.4322 -0.2030 3.6619  0.73

Its relative energy (zero: lowest compared OMol25 entry of this formula, charge and spin) is 0.0 kcal per mole. As for the total charge: -2. Its LUMO energy is 3.888 eV. The gap between HOMO and LUMO comes out at 5.9 eV. Its HOMO energy is -2.03 eV.

---

The evaluated E_tot for the records listed, in turn: -69505.85668; -222298.17041; -85698.78947 eV.